(1)
Molecular formula: C9H8Br2FNSTi
Method: DFT, ωB97M-V/def2-TZVPD

Results
- HOMO (spin up / spin down): -16.61 / -16.60 eV
- Net charge: +2
- 2S+1: 1

Geometry (Å):
Br: -0.498 3.686 0.670
Br: -2.348 1.464 1.809
Ti: -0.291 0.978 -0.061
S: -0.374 0.350 -4.482
F: -0.424 -4.238 0.476
N: -0.648 1.049 -1.845
C: 1.322 -0.550 0.138
C: 0.969 -2.772 -0.741
C: -0.546 0.766 -3.015
C: -2.306 3.330 1.239
C: 1.511 -1.534 -0.878
C: 0.433 -0.888 1.230
C: 1.781 0.820 0.084
C: 0.122 -3.076 0.367
C: -0.204 -2.121 1.301
H: 2.101 1.329 0.996
H: -2.480 4.007 2.078
H: 0.315 -0.225 2.116
H: -0.850 -2.357 2.086
H: 1.067 -3.538 -1.490
H: 2.236 1.159 -0.840
H: 2.138 -1.219 -1.684
H: -3.026 3.579 0.447

Okay, here come the Löwdin numbers, in e, for every atom:
1. Br 0.80
2. Br 0.78
3. Ti 0.82
4. S 0.97
5. F 0.20
6. N -0.10
7. C -0.37
8. C 0.09
9. C -0.84
10. C -0.88
11. C 0.03
12. C -0.12
13. C -0.08
14. C -0.23
15. C 0.05
16. H 0.11
17. H 0.04
18. H 0.14
19. H 0.13
20. H 0.15
21. H 0.10
22. H 0.14
23. H 0.06

(2)
Molecular formula: C3H2N4O
Method: DFT, ωB97M-V/def2-TZVPD

Results
- Energy above the lowest of the compared OMol25 structures with the same formula, charge and spin: 41.7 kcal per mole
- HOMO: -9.74 eV
- 2S+1: 1

Geometry (Å):
O: 1.287 1.135 -0.043
N: -2.026 -0.120 -0.064
N: 2.077 0.012 -0.066
N: -1.237 -1.114 -0.052
N: -0.021 -0.620 -0.013
C: 1.258 -1.052 -0.003
C: 0.007 0.732 -0.034
C: -1.306 1.038 -0.007
H: 1.755 -2.047 0.131
H: -1.794 2.035 0.150

Okay, here come the Löwdin numbers, in e, for every atom:
1. O 0.04
2. N 0.01
3. N 0.09
4. N 0.03
5. N -0.07
6. C -0.04
7. C -0.26
8. C -0.08
9. H 0.16
10. H 0.12

(3)
Molecular formula: C17H46F3INO5PTa
Method: DFT, ωB97M-V/def2-TZVPD

Results
- HOMO: -4.35 eV
- Net charge: -1
- 2S+1: 1

Geometry (Å):
Ta: -1.242 0.481 -0.320
I: -3.401 3.860 -1.303
P: -3.098 1.473 -1.906
F: 0.830 2.467 -1.802
F: 1.610 0.442 -1.710
F: 0.103 0.972 -3.188
O: 2.907 0.016 -7.349
O: -6.151 0.788 1.012
O: -4.529 0.770 -1.476
O: 3.153 -2.805 1.310
O: 0.484 -0.827 5.105
N: -0.912 2.230 0.760
C: 1.392 0.115 4.555
C: 3.681 0.412 -6.227
C: 3.022 -2.734 -1.156
C: -8.442 -0.100 0.881
C: -6.983 -0.333 1.236
C: -6.388 1.799 3.243
C: 4.549 -2.990 1.377
C: 2.676 -2.088 0.173
C: 1.727 -1.221 7.197
C: 2.580 2.283 -8.262
C: 5.361 -1.704 1.391
C: 2.517 -0.505 3.746
C: -6.458 1.966 1.735
C: 1.966 0.967 -7.814
C: 1.041 -1.796 5.967
C: 2.868 0.788 -5.002
C: 0.428 1.148 -1.864
H: -6.892 -0.681 2.271
H: -5.405 1.430 3.538
H: 6.420 -1.941 1.505
H: 1.194 1.147 -7.058
H: -6.569 -1.116 0.600
H: 2.124 -1.119 2.937
H: 1.035 -0.593 7.761
H: 0.782 0.747 3.911
H: -2.615 -0.171 0.729
H: -0.925 3.106 0.239
H: 3.054 2.815 -7.436
H: -8.534 0.220 -0.158
H: -5.708 2.688 1.410
H: 0.197 -2.415 6.274
H: 3.534 1.019 -4.170
H: 2.597 -0.619 6.936
H: 3.163 -1.135 4.362
H: 2.245 1.667 -5.173
H: 4.357 1.234 -6.500
H: -7.140 1.101 3.617
H: 4.717 -3.539 2.306
H: -4.675 0.745 -0.514
H: 5.056 -1.064 2.220
H: 1.802 2.932 -8.667
H: -0.012 2.203 1.242
H: 1.797 0.759 5.347
H: 4.099 -2.768 -1.336
H: 0.013 -0.411 0.691
H: -1.325 -1.023 -1.405
H: -6.559 2.761 3.727
H: 4.310 -0.452 -6.008
H: 1.594 -2.040 0.284
H: 2.067 -2.032 7.844
H: -8.903 0.660 1.513
H: 3.134 0.285 3.315
H: 3.029 -1.052 0.197
H: 5.244 -1.139 0.465
H: 2.567 -2.155 -1.960
H: -9.005 -1.025 1.011
H: -7.435 2.363 1.435
H: 3.331 2.114 -9.036
H: 1.732 -2.450 5.421
H: 2.637 -3.754 -1.198
H: 2.209 -0.024 -4.699
H: 4.894 -3.637 0.559
H: 1.477 0.483 -8.660

Okay, here come the Löwdin numbers, in e, for every atom:
1. Ta 1.16
2. I 0.16
3. P 0.12
4. F -0.03
5. F -0.05
6. F -0.05
7. O -0.16
8. O -0.20
9. O -0.59
10. O -0.18
11. O -0.15
12. N -0.28
13. C -0.27
14. C -0.28
15. C -0.07
16. C -0.08
17. C -0.27
18. C -0.08
19. C -0.29
20. C -0.29
21. C -0.09
22. C -0.09
23. C -0.08
24. C -0.08
25. C -0.27
26. C -0.28
27. C -0.29
28. C -0.08
29. C -0.69
30. H 0.11
31. H 0.09
32. H 0.07
33. H 0.11
34. H 0.12
35. H 0.07
36. H 0.08
37. H 0.11
38. H -0.17
39. H -0.09
40. H 0.06
41. H 0.08
42. H 0.11
43. H 0.12
44. H 0.08
45. H 0.06
46. H 0.07
47. H 0.07
48. H 0.10
49. H 0.06
50. H 0.11
51. H -0.03
52. H 0.06
53. H 0.07
54. H -0.04
55. H 0.10
56. H 0.06
57. H -0.16
58. H -0.16
59. H 0.07
60. H 0.11
61. H 0.08
62. H 0.07
63. H 0.06
64. H 0.08
65. H 0.10
66. H 0.07
67. H 0.07
68. H 0.07
69. H 0.11
70. H 0.08
71. H 0.11
72. H 0.08
73. H 0.08
74. H 0.10
75. H 0.12

(4)
Molecular formula: C22H66F6O11P
Method: DFT, ωB97M-V/def2-TZVPD

Results
- Energy above the lowest of the compared OMol25 structures with the same formula, charge and spin: 7.4 kcal per mole
- HOMO: -7.41 eV
- Net charge: -1
- 2S+1: 1

Geometry (Å):
P: 1.859 12.171 -12.267
F: 3.329 12.463 -12.851
F: 1.609 13.746 -12.040
F: 2.499 12.072 -10.784
F: 2.059 10.576 -12.469
F: 0.379 11.852 -11.653
F: 1.236 12.257 -13.754
O: 5.306 9.110 -7.773
O: 5.270 14.280 -11.830
O: 2.824 10.328 -15.826
O: -1.721 13.884 -11.175
O: -0.965 13.982 -15.219
O: 8.320 8.960 -12.835
O: 2.005 13.857 -8.557
O: -2.715 12.995 -8.543
O: 1.953 15.306 -14.358
O: 4.806 5.437 -13.930
O: -0.695 9.187 -12.100
C: -2.654 11.574 -8.299
C: -2.055 10.355 -13.731
C: 3.824 6.387 -13.448
C: 0.637 14.146 -8.343
C: 3.242 15.882 -14.543
C: 6.590 10.543 -12.381
C: -1.800 10.948 -9.377
C: 0.498 15.257 -7.320
C: 6.251 15.353 -9.962
C: 5.636 7.854 -9.823
C: 3.343 16.231 -16.002
C: 2.516 5.972 -14.055
C: 4.240 7.792 -13.838
C: -2.413 7.936 -13.110
C: -1.395 9.046 -13.333
C: 4.653 8.645 -8.964
C: 4.044 9.804 -9.739
C: 3.963 11.180 -15.598
C: 3.691 12.574 -16.113
C: 5.092 14.525 -10.432
C: 3.444 17.100 -13.659
C: 7.675 10.142 -13.343
H: -1.677 9.876 -9.259
H: 0.134 14.445 -9.268
H: -0.734 13.875 -16.145
H: -0.534 15.617 -7.352
H: 2.745 17.887 -13.941
H: 3.820 6.275 -12.356
H: 2.304 10.415 -15.019
H: -0.802 11.394 -9.358
H: 6.222 15.532 -8.888
H: 3.874 7.957 -8.632
H: -2.938 7.677 -14.031
H: 2.522 16.902 -16.275
H: 9.119 8.812 -13.348
H: -1.877 7.040 -12.788
H: -3.451 13.335 -8.027
H: 3.607 8.552 -13.371
H: 4.462 17.473 -13.833
H: 4.285 16.734 -16.231
H: -0.155 9.982 -12.175
H: -0.702 8.725 -14.123
H: 2.815 13.034 -15.656
H: -2.552 10.805 -12.871
H: 7.239 9.933 -14.325
H: 4.555 13.232 -15.983
H: 6.955 10.666 -11.362
H: 7.187 14.844 -10.201
H: -3.674 11.171 -8.322
H: 3.254 15.354 -16.643
H: 2.599 6.008 -15.145
H: 5.649 5.646 -13.515
H: 0.756 14.947 -6.309
H: 3.989 15.120 -14.283
H: -2.225 11.195 -10.350
H: 5.139 7.383 -10.674
H: 3.420 10.415 -9.091
H: 1.704 6.629 -13.743
H: -2.113 13.713 -10.308
H: 5.034 13.569 -9.893
H: 1.123 16.106 -7.608
H: 4.170 11.188 -14.529
H: 3.506 12.510 -17.192
H: 2.289 4.938 -13.791
H: 2.084 13.324 -9.358
H: 6.254 16.312 -10.485
H: -0.984 13.264 -11.230
H: -1.358 11.084 -14.149
H: 5.975 9.744 -8.047
H: 4.135 15.020 -10.225
H: -2.254 11.398 -7.294
H: 0.094 13.263 -7.973
H: 4.099 7.885 -14.917
H: 5.758 9.838 -12.383
H: 1.904 14.920 -13.477
H: 4.807 10.762 -16.150
H: 4.838 10.468 -10.099
H: 6.156 11.501 -12.685
H: 5.275 7.985 -13.555
H: 8.412 10.946 -13.434
H: 4.592 13.645 -12.088
H: 3.516 9.437 -10.618
H: 6.445 8.489 -10.194
H: 3.378 16.844 -12.603
H: -0.286 13.492 -14.743
H: 6.115 7.065 -9.238
H: -2.807 10.182 -14.509
H: -3.130 8.232 -12.344

Löwdin population analysis, charges in e, atoms 1 to 99:
1. P 0.21
2. F -0.14
3. F -0.12
4. F -0.15
5. F -0.14
6. F -0.16
7. F -0.13
8. O -0.06
9. O -0.09
10. O -0.09
11. O -0.07
12. O -0.06
13. O -0.09
14. O -0.08
15. O -0.10
16. O -0.05
17. O -0.07
18. O -0.06
19. C -0.29
20. C -0.05
21. C -0.49
22. C -0.33
23. C -0.51
24. C -0.09
25. C -0.08
26. C -0.09
27. C -0.10
28. C -0.05
29. C -0.06
30. C -0.06
31. C -0.05
32. C -0.07
33. C -0.50
34. C -0.48
35. C -0.06
36. C -0.31
37. C -0.09
38. C -0.33
39. C -0.05
40. C -0.31
41. H 0.08
42. H 0.10
43. H 0.03
44. H 0.07
45. H 0.08
46. H 0.12
47. H 0.05
48. H 0.07
49. H 0.07
50. H 0.14
51. H 0.07
52. H 0.09
53. H 0.07
54. H 0.07
55. H 0.09
56. H 0.07
57. H 0.08
58. H 0.08
59. H 0.03
60. H 0.13
61. H 0.06
62. H 0.08
63. H 0.11
64. H 0.08
65. H 0.07
66. H 0.07
67. H 0.11
68. H 0.06
69. H 0.09
70. H 0.08
71. H 0.07
72. H 0.12
73. H 0.07
74. H 0.06
75. H 0.08
76. H 0.08
77. H -0.01
78. H 0.11
79. H 0.07
80. H 0.08
81. H 0.08
82. H 0.08
83. H 0.03
84. H 0.07
85. H -0.01
86. H 0.07
87. H 0.08
88. H 0.11
89. H 0.11
90. H 0.10
91. H 0.08
92. H 0.05
93. H 0.04
94. H 0.11
95. H 0.07
96. H 0.07
97. H 0.06
98. H 0.11
99. H 0.03

(5)
Molecular formula: CH3O4PS
Method: DFT, ωB97M-V/def2-TZVPD

Results
- Energy above the lowest of the compared OMol25 structures with the same formula, charge and spin: 6.8 kcal per mole
- HOMO: -11.03 eV
- 2S+1: 1

Geometry (Å):
S: -0.125 0.430 0.093
P: -2.532 -1.121 -0.169
O: -0.168 1.077 1.366
O: -3.021 0.226 0.000
O: -0.553 1.087 -1.069
O: -0.898 -1.000 0.068
C: 1.620 -0.137 -0.100
H: 2.061 0.478 -0.764
H: 1.499 -1.114 -0.366
H: 2.117 0.074 0.941

Okay, here come the Löwdin numbers, in e, for every atom:
1. S 0.54
2. P 0.88
3. O -0.28
4. O -0.41
5. O -0.28
6. O -0.54
7. C -0.07
8. H 0.02
9. H 0.02
10. H 0.12

(6)
Molecular formula: C21H32ClN3O3S
Method: DFT, ωB97M-V/def2-TZVPD

Results
- Energy above the lowest of the compared OMol25 structures with the same formula, charge and spin: 3.0 kcal per mole
- HOMO: -7.73 eV
- 2S+1: 1

Geometry (Å):
Cl: -4.513 -3.298 -0.078
S: 0.046 -1.454 1.329
O: -0.569 3.175 -0.534
O: -6.292 -1.070 -0.162
O: 7.215 -0.240 -0.262
N: 5.306 -1.214 0.411
N: -0.925 0.369 -0.339
N: 1.372 0.249 -0.200
C: -4.998 -0.655 -0.203
C: 1.509 1.000 -1.433
C: -4.014 -1.650 -0.157
C: -1.379 5.049 0.750
C: -0.397 3.879 0.702
C: 2.576 -0.331 0.384
C: -2.669 -1.347 -0.186
C: 4.921 -0.043 1.170
C: 1.697 2.521 -1.247
C: 6.772 -2.422 -1.131
C: -4.578 0.667 -0.300
C: 6.458 -1.192 -0.304
C: -7.308 -0.100 -0.195
C: 3.032 -1.582 -0.378
C: -0.626 2.914 1.862
C: 0.437 3.355 -1.504
C: 0.163 -0.242 0.205
C: -2.261 -0.017 -0.254
C: -3.231 0.979 -0.329
C: 4.249 -2.192 0.321
C: 3.733 0.659 0.507
H: 7.743 -2.270 -1.596
H: -1.226 5.706 -0.104
H: -1.236 5.621 1.663
H: 2.218 -2.306 -0.397
H: 2.047 2.717 -0.233
H: 5.784 0.623 1.211
H: -1.948 -2.145 -0.150
H: 3.440 1.512 1.119
H: -0.020 3.063 -2.455
H: -0.815 1.362 -0.547
H: -1.626 2.493 1.810
H: 2.288 -0.647 1.394
H: -8.244 -0.654 -0.139
H: 2.382 0.606 -1.958
H: -2.399 4.676 0.722
H: -5.299 1.466 -0.354
H: 0.092 2.098 1.835
H: -2.925 2.011 -0.416
H: 4.653 -0.354 2.186
H: 4.049 1.021 -0.472
H: 4.585 -3.079 -0.212
H: 0.712 4.416 -1.568
H: -0.516 3.442 2.806
H: 6.028 -2.569 -1.910
H: -7.241 0.582 0.659
H: -7.285 0.477 -1.125
H: 3.964 -2.490 1.337
H: 0.628 4.269 0.753
H: 3.297 -1.325 -1.407
H: 2.464 2.873 -1.937
H: 6.816 -3.308 -0.502
H: 0.639 0.809 -2.068

Okay, here come the Löwdin numbers, in e, for every atom:
1. Cl 0.72
2. S 0.73
3. O -0.18
4. O -0.12
5. O 0.04
6. N -0.07
7. N 0.07
8. N -0.08
9. C -0.31
10. C -0.13
11. C -0.58
12. C -0.03
13. C -0.43
14. C -0.35
15. C -0.08
16. C -0.13
17. C -0.13
18. C 0.00
19. C -0.02
20. C -0.50
21. C -0.09
22. C -0.12
23. C -0.02
24. C -0.20
25. C -0.76
26. C -0.25
27. C -0.02
28. C -0.14
29. C -0.11
30. H 0.08
31. H 0.08
32. H 0.08
33. H 0.10
34. H 0.10
35. H 0.12
36. H 0.06
37. H 0.12
38. H 0.13
39. H 0.10
40. H 0.08
41. H 0.08
42. H 0.09
43. H 0.12
44. H 0.08
45. H 0.10
46. H 0.07
47. H 0.10
48. H 0.13
49. H 0.12
50. H 0.11
51. H 0.13
52. H 0.09
53. H 0.08
54. H 0.10
55. H 0.10
56. H 0.14
57. H 0.14
58. H 0.12
59. H 0.12
60. H 0.08
61. H 0.13

Q: 2S+1 of number 4 (C22H66F6O11P)?
A: 1